# C42H102N2O10

10 unconnected molecules or ions with the total composition C42H102N2O10 (wB97M-V/def2-TZVPD, the Open Molecules 2025 dataset).

```
156
Properties=species:S:1:pos:R:3:forces:R:3:mulliken_charge:R:1
C -1.816 -1.586 0.284 0.9 -0.2 0.4 -0.988
C -1.441 -0.086 -0.127 -1.3 -1.9 -2.1 2.628
C -1.801 -0.154 -1.660 -1.2 0.9 -0.5 -1.987
C -2.441 0.904 0.529 0.5 -0.3 1.8 -1.238
C -1.977 2.310 0.524 1.9 2.7 -1.0 -0.772
C -0.426 2.603 0.627 -1.6 -1.3 0.4 -0.686
C 0.430 1.596 -0.152 -0.2 1.9 0.0 1.343
C 0.243 2.091 -1.602 1.2 0.1 -0.3 -1.687
C 1.936 1.878 0.296 -1.4 -1.3 0.4 -1.780
N -0.020 0.247 0.152 -2.0 2.2 2.1 0.742
O 0.878 -0.654 -0.324 0.5 -1.7 -0.9 -0.427
H -1.493 -2.001 1.238 0.4 0.7 0.5 -0.661
H -2.870 -1.863 0.278 -0.4 0.9 -0.3 0.607
H -1.415 -2.310 -0.425 0.4 0.3 -0.3 -0.121
H -1.112 -0.483 -2.438 0.6 0.1 0.7 -0.039
H -2.683 -0.769 -1.839 0.0 -0.5 0.5 0.429
H -2.230 0.792 -1.991 0.5 0.4 -0.1 0.473
H -3.468 0.923 0.164 0.2 -0.7 -0.6 0.289
H -2.556 0.630 1.578 0.1 -0.4 0.3 0.301
H -2.298 2.836 -0.375 0.1 -0.5 -0.7 0.086
H -2.367 3.066 1.205 -0.7 -0.8 0.9 0.650
H -0.116 2.576 1.672 0.0 0.2 0.2 0.492
H -0.356 3.596 0.184 0.6 0.0 0.4 -0.391
H -0.753 2.246 -2.017 -0.1 -0.5 0.5 0.306
H 0.835 1.490 -2.293 0.0 0.1 -0.2 0.368
H 0.657 3.096 -1.525 0.3 0.0 -0.6 0.143
H 2.151 2.943 0.390 0.0 0.0 -1.0 0.357
H 2.608 1.234 -0.272 0.3 0.7 -0.4 0.462
H 2.108 1.576 1.329 -0.4 -0.5 0.2 0.548
H 0.778 -1.329 0.352 0.7 -0.6 -0.1 0.232
C 2.994 -5.657 2.726 -0.9 -0.8 1.5 -1.869
C 2.330 -5.269 1.415 1.9 -0.7 -1.1 1.634
C 2.089 -3.718 1.399 0.0 -0.5 -0.4 -0.836
C 3.526 -5.685 0.416 -1.7 1.4 0.1 -1.192
C 3.019 -5.757 -0.996 -0.7 -1.7 -1.0 -0.575
C 1.746 -6.684 -1.122 0.6 1.3 0.4 -1.553
C 0.586 -6.218 -0.247 -0.5 1.0 -0.2 1.626
C -0.079 -4.845 -0.693 0.8 -0.5 -0.7 -1.265
C -0.499 -7.330 -0.383 0.6 0.2 0.5 -2.218
N 1.127 -6.155 1.142 4.3 -0.3 -3.3 0.197
O 0.178 -5.966 2.029 -3.0 0.5 2.7 -0.348
H 3.475 -6.635 2.710 -0.2 -0.2 -0.4 0.464
H 3.781 -4.992 3.083 -0.2 0.4 -0.3 0.360
H 2.238 -5.762 3.504 0.0 0.4 0.3 0.403
H 2.340 -3.227 0.459 0.0 -0.4 -0.4 0.106
H 1.038 -3.491 1.578 0.0 0.0 0.4 -0.234
H 2.747 -3.216 2.109 -0.3 -0.1 0.3 0.422
H 4.299 -4.920 0.487 0.0 0.3 0.1 0.097
H 4.043 -6.596 0.718 -0.6 -0.2 0.0 0.534
H 2.802 -4.803 -1.477 0.0 0.2 0.3 0.182
H 3.809 -6.228 -1.580 0.0 0.1 -0.4 0.489
H 1.962 -7.693 -0.769 0.3 0.0 -0.1 0.458
H 1.373 -6.739 -2.145 0.3 0.0 -0.2 0.466
H 0.591 -3.996 -0.829 0.5 0.0 0.9 0.040
H -0.924 -4.551 -0.070 0.1 -0.2 0.0 0.473
H -0.374 -4.866 -1.742 -0.7 -0.8 0.0 0.553
H -0.911 -7.392 -1.390 -0.2 0.6 0.0 0.384
H -1.281 -7.201 0.364 -0.2 -0.1 -0.2 0.445
H -0.039 -8.313 -0.275 0.1 -0.1 0.5 0.475
H 0.010 -6.870 2.305 -0.5 0.1 0.7 0.378
C 5.235 0.269 2.121 0.0 0.1 0.3 -0.620
C 5.849 -1.087 2.281 1.1 -1.5 -0.5 0.500
C 5.822 -1.864 0.964 -0.1 0.5 -0.8 -1.104
O 7.201 -1.026 2.780 -0.4 0.1 0.1 -0.595
H 5.954 0.943 1.655 0.0 0.1 -0.1 0.222
H 4.977 0.653 3.107 -0.2 0.3 -0.2 0.361
H 4.374 0.210 1.455 -0.2 0.2 0.3 -0.101
H 5.356 -1.718 3.021 -0.4 0.3 0.1 0.168
H 6.163 -2.899 0.985 -0.2 0.0 0.4 0.306
H 6.420 -1.386 0.188 0.5 0.3 0.2 0.354
H 4.832 -1.784 0.514 -0.3 -0.5 0.2 0.160
H 7.610 -0.244 2.403 0.1 0.1 -0.1 0.374
C -0.051 -2.642 -3.802 1.2 -0.5 -0.3 -0.779
C -0.433 -2.008 -5.166 1.0 -0.5 1.3 0.394
C 0.539 -0.877 -5.662 -1.4 -0.9 1.0 -1.114
O -0.348 -3.068 -6.102 0.2 -0.6 -0.6 -0.579
H -0.685 -3.469 -3.479 -0.6 0.3 -0.3 -0.011
H 0.154 -2.018 -2.932 -0.3 0.4 -0.3 0.111
H 0.888 -3.161 -3.991 0.4 0.0 0.0 0.471
H -1.474 -1.713 -5.032 0.0 0.7 -0.5 0.430
H 0.039 -0.572 -6.582 0.5 0.8 0.1 0.330
H 1.575 -1.153 -5.859 -0.3 -0.8 -0.2 0.343
H 0.644 -0.160 -4.848 -0.5 0.6 -0.4 0.140
H -1.169 -3.285 -6.551 -0.1 0.3 0.2 0.329
C -5.106 4.631 -0.221 0.7 -0.3 0.7 -1.095
C -5.983 3.596 -0.927 -0.9 1.0 0.2 0.623
C -7.481 4.023 -1.034 0.7 0.1 0.3 -1.505
O -5.446 3.316 -2.201 0.1 -0.5 -0.2 -0.559
H -4.068 4.301 -0.192 0.1 -0.3 -0.4 0.109
H -5.302 4.697 0.849 -0.6 0.3 0.0 0.380
H -5.044 5.625 -0.665 -0.6 0.0 -0.1 0.404
H -5.946 2.679 -0.339 0.1 -0.2 -0.2 0.235
H -7.589 4.973 -1.559 0.2 0.1 -0.2 0.379
H -7.899 4.208 -0.045 0.0 -0.2 0.1 0.376
H -8.097 3.294 -1.559 0.2 -0.2 0.1 0.357
H -5.525 4.109 -2.736 0.0 0.1 -0.1 0.351
C 0.909 6.146 -0.983 1.5 -0.3 0.3 -0.975
C 1.171 7.389 -1.834 1.8 -1.8 -0.3 0.575
C 0.467 8.483 -1.280 -2.5 3.7 0.3 -1.325
O 2.565 7.777 -1.780 0.7 -1.6 0.4 -0.578
H -0.082 6.114 -0.530 -0.2 -0.1 -0.7 0.361
H 1.549 6.178 -0.101 0.2 0.5 0.2 0.367
H 1.263 5.226 -1.448 -0.6 -0.1 -0.3 0.038
H 0.898 7.217 -2.875 -0.1 -0.1 -0.1 0.186
H 0.925 9.393 -1.668 -0.1 0.3 0.1 0.407
H 0.447 8.597 -0.196 0.1 -0.4 0.0 0.199
H -0.546 8.525 -1.679 -0.4 -0.1 0.4 0.360
H 2.798 8.475 -2.396 -0.5 0.0 -0.2 0.305
C -0.029 5.419 4.137 -0.2 -0.1 0.0 -1.423
C -0.991 5.670 2.973 -0.5 0.7 0.3 1.589
C -2.422 5.867 3.493 -0.3 0.1 0.4 -1.420
O -0.735 6.933 2.289 0.8 -1.0 0.7 -0.451
H 0.169 6.346 4.677 0.2 0.2 0.0 0.444
H 0.897 4.941 3.820 0.1 0.3 0.0 0.336
H -0.502 4.775 4.879 0.0 -0.2 -0.1 0.358
H -0.801 4.866 2.262 -0.7 0.1 -0.2 -0.887
H -2.965 6.567 2.858 -0.3 -0.9 -0.8 0.387
H -2.470 6.495 4.382 0.9 0.0 0.6 0.457
H -2.957 4.976 3.821 -0.1 -0.2 -0.6 0.338
H -0.556 7.446 3.081 0.2 1.0 -0.3 0.326
C -5.740 -4.340 -2.655 -1.1 0.1 0.2 -1.505
C -4.851 -3.477 -1.761 0.4 0.0 -2.6 0.638
C -3.456 -4.048 -1.999 0.9 0.1 0.3 -0.849
O -4.877 -2.139 -2.345 0.8 -0.4 0.4 -0.547
H -5.870 -5.319 -2.194 -0.2 -0.1 -0.2 0.368
H -5.379 -4.435 -3.679 0.8 -0.2 0.3 0.377
H -6.699 -3.881 -2.895 -0.4 0.0 0.8 0.399
H -5.079 -3.517 -0.695 -0.3 0.2 -0.1 0.258
H -2.683 -3.386 -1.609 0.0 -0.2 0.1 -0.256
H -3.195 -4.260 -3.035 -0.4 0.7 -0.4 0.373
H -3.331 -5.059 -1.609 -0.2 0.1 0.8 0.522
H -5.493 -1.512 -1.960 -0.2 -0.4 0.4 0.302
C 4.854 3.395 -2.230 0.1 1.5 1.0 -1.569
C 5.878 3.554 -1.071 -2.9 2.3 -1.4 0.474
C 5.086 3.884 0.217 0.7 -0.7 -0.9 -0.574
O 6.674 2.471 -1.091 1.9 -2.4 1.1 -0.541
H 4.266 4.308 -2.134 -0.1 0.2 -0.8 0.332
H 4.098 2.616 -2.138 0.5 -0.5 0.1 0.402
H 5.450 3.369 -3.142 -0.5 -0.1 -0.3 0.492
H 6.436 4.444 -1.361 0.4 0.2 0.1 0.215
H 5.746 4.005 1.076 -0.2 -0.5 0.2 0.336
H 4.360 3.070 0.232 0.0 0.0 1.0 -0.268
H 4.554 4.828 0.099 0.0 0.0 -0.2 0.417
H 6.406 1.904 -1.817 0.1 -0.1 0.2 0.343
C -3.119 -2.228 5.965 0.3 0.5 -0.6 -1.562
C -2.585 -2.065 4.507 -0.3 0.6 0.6 0.770
C -1.267 -2.784 4.171 1.3 0.6 0.2 -0.806
O -3.604 -2.510 3.682 -2.1 -1.9 -0.8 -0.606
H -4.053 -1.710 6.181 -0.3 0.2 -0.9 0.401
H -2.462 -1.676 6.637 0.5 -0.8 0.3 0.373
H -3.355 -3.268 6.192 0.7 -0.1 0.3 0.351
H -2.630 -0.998 4.291 1.4 0.4 0.4 0.112
H -0.366 -2.461 4.692 -0.3 0.4 1.0 0.447
H -0.849 -2.553 3.192 -0.9 -0.1 -0.6 -0.090
H -1.214 -3.867 4.285 -0.8 0.0 0.0 0.274
H -3.619 -2.191 2.777 0.6 0.2 0.2 0.307
```
Forces are in eV/Å.

* total energy: -68655.12054 eV
* E_HOMO: -8.16 eV
* energy above the lowest of the compared OMol25 structures with the same formula, charge and spin: 158.1 kcal/mol
* SMILES string: CC1(C)CCCC(C)(C)N1O.CC1(C)CCCC(C)(C)N1O.CC(C)O.CC(C)O.CC(C)O.CC(C)O.CC(C)O.CC(C)O.CC(C)O.CC(C)O
* M: 795.28 g/mol
* HOMO-LUMO gap: 8.52 eV



# C9H19NP

A gas-phase ion, C9H19NP (charge +1) (wB97M-V/def2-TZVPD, the Open Molecules 2025 dataset).

```
30
Properties=species:S:1:pos:R:3:forces:R:3:mulliken_charge:R:1
C 2.214 -0.988 -1.555 -1.6 -1.9 0.2 -1.418
P 1.531 -0.174 -0.080 -3.5 -1.7 -1.0 1.132
C 2.130 -1.066 1.382 1.1 0.6 -1.9 -1.452
C 2.109 1.504 0.009 -3.1 1.3 -0.3 -1.181
N -0.296 -0.484 -0.249 5.2 0.9 -0.5 -0.142
C -1.045 -0.349 0.967 -1.2 -2.2 1.4 -0.162
C -2.267 -1.179 0.523 1.1 -0.5 0.4 -1.013
C -2.432 -0.684 -0.906 -2.5 2.7 1.2 -0.740
C -1.202 0.277 -1.118 -2.0 -0.6 -1.3 0.074
C -1.483 1.599 -0.361 1.3 0.2 0.3 -0.817
C -1.427 1.090 1.113 0.5 1.5 0.4 -0.782
H 2.165 -0.414 -2.455 -0.7 0.5 -0.6 0.400
H 1.821 -2.075 -1.727 0.2 2.2 0.4 0.330
H 3.243 -1.124 -1.447 1.9 -0.1 0.6 0.528
H 2.473 -0.332 2.098 -0.6 -0.2 0.7 0.417
H 3.054 -1.500 0.970 -0.1 -0.1 0.3 0.493
H 1.487 -1.877 1.631 -0.5 -0.3 0.7 0.446
H 2.964 1.551 0.625 1.4 0.3 0.2 0.475
H 1.294 2.167 0.504 1.3 -1.2 -0.7 0.337
H 2.142 1.842 -1.041 0.7 0.2 0.6 0.359
H -0.526 -0.803 1.827 -0.2 0.3 -0.2 0.658
H -3.091 -0.895 1.157 -0.5 -0.6 0.2 0.465
H -2.013 -2.249 0.504 -0.3 0.3 0.5 0.287
H -2.543 -1.451 -1.648 0.0 -0.2 -0.3 0.382
H -3.410 -0.061 -0.773 1.6 -0.9 -1.3 0.246
H -1.103 0.264 -2.231 1.0 0.4 1.1 0.357
H -2.352 2.174 -0.657 -0.3 -0.4 0.0 0.400
H -0.636 2.311 -0.453 -0.4 -0.4 -0.4 0.251
H -0.561 1.537 1.595 0.2 0.5 0.1 0.279
H -2.240 1.392 1.797 -0.1 -0.7 -0.6 0.392
```
Forces are in eV/Å.

* total energy: -20413.05945 eV
* E_HOMO: -13.41 eV
* energy above the lowest of the compared OMol25 structures with the same formula, charge and spin: 0.0 kcal/mol
* SMILES string: CP(C)(C)=[N+]1[C@H]2CC[C@@H]1CC2
* M: 172.23 g/mol
* HOMO-LUMO gap: 10.80 eV
* charge: +1



# C24H67F2N7O14S2

9 unconnected molecules or ions with the total composition C24H67F2N7O14S2 (wB97M-V/def2-TZVPD, the Open Molecules 2025 dataset).

```
116
Properties=species:S:1:pos:R:3:forces:R:3:mulliken_charge:R:1
N 2.218 7.269 -0.676 -0.7 4.7 -1.1 -0.243
S 0.844 7.465 0.052 -5.3 -4.1 4.9 1.094
O -0.390 7.588 -0.747 2.3 0.7 0.9 -0.596
O 0.835 8.090 1.401 0.2 -0.8 -3.0 -0.597
F 0.759 5.915 0.437 -0.1 -0.3 0.2 -0.289
S 2.109 8.934 -1.114 4.8 3.0 -2.7 1.092
O 2.324 9.929 -0.061 -1.1 -1.7 -1.2 -0.572
O 1.330 9.309 -2.283 0.0 -0.8 1.7 -0.571
F 3.587 8.985 -1.801 -0.1 -0.5 0.2 -0.316
N 0.826 -0.471 2.509 -1.0 -0.2 0.2 1.044
O 1.593 -0.319 1.605 3.0 0.7 -2.7 -0.653
O 1.026 0.057 3.593 0.1 0.7 2.2 -0.688
O -0.175 -1.153 2.296 -2.2 -1.3 0.4 -0.703
C 3.903 -3.811 -6.526 0.7 0.4 -1.3 -1.385
C 3.361 -2.369 -6.909 -1.2 -2.5 0.6 0.475
C 2.136 -2.440 -7.852 -0.7 -0.3 0.7 -0.901
O 1.692 -1.114 -8.228 1.7 -1.3 0.2 -0.239
C 0.693 -1.115 -9.194 -0.2 1.1 -0.2 -0.793
N 2.970 -1.791 -5.641 -0.1 1.4 -0.7 -0.686
H 4.084 -4.386 -7.433 0.3 -0.1 -0.1 0.351
H 3.344 -4.493 -5.886 -1.2 0.7 -0.1 0.359
H 4.818 -3.778 -5.935 0.3 0.6 -0.4 0.381
H 4.005 -1.737 -7.520 0.9 -0.1 0.7 0.275
H 1.283 -2.875 -7.331 -0.1 -0.4 0.3 0.329
H 2.352 -3.147 -8.653 0.1 0.5 -0.8 0.436
H 0.937 -1.675 -10.097 0.0 -0.4 0.1 0.310
H 0.625 -0.073 -9.507 -0.2 0.1 -0.1 0.239
H -0.278 -1.386 -8.780 -0.1 -0.4 0.0 0.312
H 2.462 -2.470 -5.093 0.0 -0.3 0.1 0.264
H 2.259 -1.175 -6.010 -0.3 1.1 1.1 0.273
C 1.919 5.151 -7.895 -1.1 1.3 0.4 -1.400
C 2.169 4.652 -6.452 -1.1 -0.5 -1.6 0.384
C 0.779 4.182 -5.921 1.4 0.3 1.5 -0.759
O 0.930 3.350 -4.748 -0.7 0.1 -1.7 -0.318
C -0.324 2.713 -4.444 1.6 -0.3 0.5 -0.722
N 3.131 3.601 -6.544 1.0 -1.1 0.5 -0.653
H 1.342 6.068 -7.772 0.0 0.5 -0.5 0.335
H 1.271 4.520 -8.502 0.0 -0.5 0.3 0.345
H 2.779 5.343 -8.536 0.4 0.2 0.5 0.406
H 2.554 5.444 -5.810 0.0 0.0 0.0 0.389
H 0.183 3.691 -6.691 0.1 -0.3 -0.2 0.346
H 0.260 5.095 -5.630 -0.4 0.2 0.0 0.344
H -0.841 3.368 -3.743 -0.7 -0.2 -0.3 0.269
H -0.066 1.771 -3.960 0.0 0.2 0.5 0.263
H -0.829 2.361 -5.344 -0.5 0.7 -0.1 0.324
H 2.757 2.834 -7.083 -0.3 -0.4 0.1 0.213
H 3.890 3.929 -7.124 0.3 0.1 0.1 0.236
C 6.789 1.904 6.425 0.9 -0.2 0.9 -1.511
C 7.316 2.267 5.052 -0.3 -1.3 -0.6 0.516
C 7.958 1.019 4.363 -0.9 1.0 0.4 -0.854
O 8.536 1.388 3.124 0.9 -0.3 0.3 -0.315
C 9.892 1.775 3.250 -0.1 0.7 0.3 -0.759
N 6.195 2.780 4.266 0.6 -0.1 -0.1 -0.639
H 6.008 1.143 6.407 -0.4 0.3 -0.4 0.364
H 6.472 2.822 6.919 -0.4 -0.2 0.1 0.383
H 7.519 1.430 7.081 0.5 0.2 0.1 0.390
H 8.078 3.046 5.088 0.1 0.0 0.2 0.264
H 7.238 0.220 4.188 -0.5 0.3 -0.4 0.341
H 8.603 0.547 5.104 1.0 0.2 -0.2 0.388
H 10.236 2.344 2.386 -0.2 -0.7 -0.6 0.308
H 10.544 0.941 3.512 0.1 -0.3 -0.3 0.295
H 10.075 2.529 4.015 -0.4 0.0 0.7 0.270
H 5.427 2.180 4.533 -0.6 0.1 -0.4 0.295
H 5.992 3.702 4.626 -0.3 0.2 -0.1 0.263
C -0.832 -6.855 4.961 1.4 0.5 0.7 -1.263
C -1.300 -6.174 6.274 -1.0 -1.7 1.2 0.377
C -0.339 -5.509 7.271 1.6 0.6 -0.6 -0.758
O -0.909 -4.942 8.479 -0.7 -0.5 -1.1 -0.320
C -0.078 -4.025 9.165 0.4 -0.2 -0.1 -0.716
N -2.391 -5.302 5.938 -0.2 0.4 -0.3 -0.708
H 0.047 -7.478 5.125 0.3 0.1 0.2 0.358
H -0.532 -6.118 4.216 -0.3 0.0 -0.2 0.352
H -1.563 -7.568 4.580 -0.4 0.6 0.1 0.290
H -1.673 -7.050 6.804 -0.6 0.0 0.4 0.186
H 0.168 -4.750 6.674 0.1 0.7 0.2 0.378
H 0.476 -6.184 7.532 0.0 -0.4 0.3 0.358
H 0.174 -3.136 8.587 0.1 -0.1 -0.4 0.329
H 0.827 -4.537 9.493 0.3 0.1 -0.1 0.282
H -0.536 -3.625 10.070 -0.6 -0.5 -0.1 0.251
H -1.944 -4.580 5.392 -0.3 0.5 -0.5 0.300
H -2.727 -4.822 6.761 -0.1 0.0 0.3 0.306
C -10.371 -0.537 -2.209 0.7 -0.5 0.1 -1.353
C -9.168 -1.334 -1.575 -0.2 1.0 -0.3 0.649
C -8.922 -1.056 -0.071 -0.4 0.5 -0.7 -0.659
O -8.448 0.264 0.098 -0.1 0.7 0.1 -0.322
C -7.039 0.422 0.099 0.0 -0.5 0.3 -0.687
N -9.311 -2.740 -1.900 -0.6 -0.4 0.0 -0.747
H -10.489 -0.823 -3.254 0.1 -0.4 -0.1 0.362
H -10.203 0.537 -2.290 0.1 0.0 0.6 0.324
H -11.326 -0.751 -1.729 0.1 0.0 0.2 0.316
H -8.278 -0.979 -2.095 0.3 0.5 0.1 0.085
H -8.237 -1.782 0.368 0.2 -0.2 -0.1 0.407
H -9.849 -1.097 0.500 -0.2 -0.2 -0.1 0.295
H -6.603 0.281 -0.890 0.1 -0.3 -0.1 0.255
H -6.651 -0.275 0.842 0.5 -0.2 -0.2 0.314
H -6.703 1.403 0.437 -0.7 0.2 0.0 0.259
H -9.080 -2.824 -2.879 -0.1 -0.4 -0.1 0.261
H -8.689 -3.353 -1.393 0.2 0.2 0.1 0.242
C -2.841 -4.436 -3.302 -0.8 -0.2 -0.3 -0.944
C -1.844 -5.347 -2.619 0.5 0.6 -0.9 -0.266
O -0.620 -4.657 -2.460 0.2 0.0 0.5 -0.522
H -3.322 -3.800 -2.559 -0.2 0.1 -0.2 0.290
H -3.574 -5.035 -3.843 -0.5 -0.1 0.3 0.315
H -2.436 -3.807 -4.094 0.6 0.0 0.3 0.276
H -1.608 -6.186 -3.275 -0.2 -0.3 0.3 0.284
H -2.200 -5.633 -1.629 -0.2 -0.6 -0.2 0.247
H -0.821 -4.048 -1.746 0.6 0.5 0.1 0.320
C -3.948 1.375 8.332 -0.7 -0.1 0.1 -0.949
C -3.365 2.739 8.107 0.2 -0.7 0.7 -0.259
O -1.977 2.543 8.208 0.9 1.0 -0.2 -0.525
H -3.590 0.688 7.565 -0.5 0.0 -0.4 0.320
H -5.030 1.492 8.388 -0.2 -0.7 -0.2 0.302
H -3.574 0.918 9.249 -0.1 0.4 0.3 0.265
H -3.667 3.411 8.910 0.1 0.1 0.1 0.266
H -3.703 3.188 7.174 0.2 0.0 -0.2 0.253
H -1.700 2.019 7.453 0.2 0.0 -0.1 0.327
```
Forces are in eV/Å.

* total energy: -92165.77689 eV
* E_HOMO: -2.51 eV
* energy above the lowest of the compared OMol25 structures with the same formula, charge and spin: 114.8 kcal/mol
* M: 779.97 g/mol
* HOMO-LUMO gap: 5.60 eV
* charge: -2



Number 1: strongest force on any atom 5.39 eV/A. Number 2: strongest force on any atom 5.34 eV/A. Number 3: strongest force on any atom 8.32 eV/A.